17
Properties=species:S:1:pos:R:3:forces:R:3:lowdin_charge:R:1 method="wB97M-V/def2-TZVPD" smiles=C[C@]1([NH3+])C[C@@H]1N lumo_ev=-3.50 total_energy_ev=-7297.99284 homo_lumo_gap_ev=9.46 total_charge=+1
C 0.703683 -0.502754 -1.074028 -0.396 -2.301 1.875 -0.0069
C -0.602277 -1.053021 -0.239776 3.253 2.479 -0.873 -0.2394
C 0.320364 0.114897 0.234821 -0.961 -0.274 0.066 -0.3997
C -0.252337 1.517772 0.167476 1.903 2.147 -0.463 -0.0338
N -1.840597 -0.653125 -0.783599 0.512 1.001 -2.417 0.0423
N 1.178208 -0.074816 1.555364 -1.867 -1.597 -3.214 0.2918
H 1.481793 -1.206468 -1.347716 0.290 -0.135 0.992 0.1087
H 0.587217 0.101706 -1.927835 -0.764 0.934 -0.757 0.0915
H -0.487261 -1.984429 0.284392 0.005 -0.368 -0.112 0.1363
H -1.016832 1.676303 0.894480 -0.927 -0.115 0.274 0.0729
H -0.607869 1.810082 -0.873365 0.355 -0.606 1.519 0.1161
H 0.530040 2.358327 0.454958 -1.080 -1.795 -0.736 0.1300
H -1.500115 -0.208355 -1.721265 -1.904 -1.046 2.044 0.1343
H -2.419620 -1.453393 -1.019270 0.023 0.129 -0.002 0.0937
H 1.362851 -1.069971 1.621134 0.964 -0.102 -0.128 0.1673
H 0.616062 0.096784 2.340733 -0.951 1.058 1.479 0.1457
H 1.946690 0.530460 1.433495 1.544 0.592 0.454 0.1491